Entry 1:
Molecular formula: C14H22O5
Method: DFT, ωB97M-V/def2-TZVPD

Each line ends with the Löwdin charge.
Atoms and positions in Å:
C1 0.562 0.854 3.887  -0.08
C2 0.840 -0.410 3.359  -0.13
H1 1.848 -0.603 3.411  0.09
H2 0.375 -1.233 3.875  0.12
O1 0.340 -0.572 1.802  -0.08
C3 1.190 -0.225 0.841  -0.44
C4 0.840 -0.900 -0.477  -0.20
C5 1.448 -0.354 -1.623  -0.15
C6 1.868 -1.505 -2.597  -0.20
C7 0.807 -1.979 -3.352  -0.29
O2 1.080 -3.215 -4.178  -0.10
H3 1.741 -2.787 -4.898  0.15
H4 0.074 -2.339 -2.833  0.05
H5 0.277 -1.265 -3.821  0.10
H6 2.317 -2.263 -2.048  0.10
H7 2.834 -1.185 -3.222  0.17
H8 1.215 0.529 -2.149  0.12
H9 2.568 0.006 -1.145  0.19
H10 0.567 -1.891 -0.205  0.16
C8 -0.777 -0.547 -0.633  -0.22
C9 -1.121 0.988 -0.388  0.11
C10 -0.098 1.481 0.432  -0.27
O3 0.993 1.097 0.940  0.06
C11 -0.314 2.956 0.795  -0.10
O4 -1.660 3.737 0.303  -0.25
O5 0.477 3.674 1.612  0.08
H11 0.405 4.672 1.640  0.17
H12 -2.104 1.402 -0.507  0.12
C12 -1.719 -1.416 0.020  -0.31
C13 -2.218 -2.601 -0.543  -0.15
C14 -3.344 -1.492 -0.430  0.00
H13 -4.124 -1.462 0.146  0.01
H14 -3.503 -0.938 -1.325  0.07
H15 -1.863 -2.808 -1.653  0.15
H16 -2.407 -3.457 0.004  0.07
H17 -1.793 -1.435 1.266  0.21
H18 -1.179 -0.464 -1.821  0.20
H19 2.361 -0.544 1.198  0.22
H20 -0.590 0.965 3.783  0.15
H21 0.991 1.441 3.264  -0.01
H22 0.991 0.950 4.940  0.14

Output
**Gap between HOMO and LUMO**: 8.405 eV
**Largest force on an atom**: 0.183 hartree/bohr
**Electronic energy**: -25098.7626 eV
**Structure (SMILES)**: CCO[C@@H]1OC(C(=O)O)=C[C@H](C2CC2)[C@H]1CCCO
**Relative energy (zero: lowest compared OMol25 entry of this formula, charge and spin)**: 1235.0 kJ/mol



Entry 2:
Molecular formula: C14H23B3Cl4F12N5Ni
Method: DFT, ωB97M-V/def2-TZVPD

Each line ends with the Löwdin charge.
Atoms and positions in Å:
Ni1 0.414 -1.719 -1.684  1.01
B1 -0.594 -0.633 0.198  -1.57
F1 -1.208 0.310 0.894  0.22
F2 -1.349 -0.890 -0.938  0.13
F3 0.601 -0.128 -0.341  0.13
F4 -0.409 -1.709 0.890  0.28
B2 2.450 -1.536 -3.151  -1.43
F5 3.376 -2.383 -2.652  0.21
F6 2.030 -0.633 -2.214  0.15
F7 2.905 -0.928 -4.266  0.20
F8 1.310 -2.310 -3.348  0.11
B3 1.911 -3.935 0.302  -1.33
F9 0.858 -4.809 0.127  0.13
F10 1.956 -3.614 1.663  0.11
F11 3.201 -4.389 -0.048  0.11
F12 1.621 -2.867 -0.460  0.18
C1 -3.730 1.669 -0.497  -0.10
C2 -2.742 2.174 -1.422  -0.29
N1 -1.872 2.614 -2.084  0.16
H1 -3.292 1.148 0.354  0.07
H2 -4.389 1.043 -1.099  0.08
H3 -4.346 2.500 -0.151  0.06
C3 -0.342 -4.207 3.348  -0.09
C4 -0.927 -4.479 4.601  -0.30
N2 -1.442 -4.691 5.631  0.10
H4 -0.162 -3.150 3.149  0.07
H5 -0.965 -4.578 2.535  0.09
H6 0.620 -4.715 3.281  0.09
C5 1.617 -0.033 2.858  -0.07
C6 2.954 -0.473 2.680  -0.29
N3 4.073 -0.798 2.573  0.14
H7 1.700 0.922 3.377  0.05
H8 1.071 -0.800 3.407  0.10
H9 1.229 0.182 1.863  0.06
C7 -0.913 1.414 -5.166  -0.04
C8 -0.673 0.389 -4.181  -0.17
N4 -0.432 -0.467 -3.407  0.20
H10 -1.678 0.917 -5.763  0.09
H11 0.030 1.485 -5.709  0.10
H12 -1.214 2.365 -4.726  0.07
C9 -4.194 -2.213 1.097  -0.06
C10 -3.988 -1.674 2.478  -0.26
N5 -3.706 -1.410 3.573  0.13
H13 -4.520 -1.480 0.360  0.06
H14 -4.883 -3.058 1.112  0.08
H15 -3.231 -2.586 0.747  0.07
Cl1 2.058 4.435 -0.873  0.56
C11 2.642 3.292 -2.120  -0.59
C12 3.392 2.170 -1.239  -0.62
Cl2 5.066 2.714 -0.765  0.50
H16 3.320 3.698 -2.870  0.06
H17 1.881 2.802 -2.727  0.06
H18 3.496 1.285 -1.867  0.05
H19 2.732 1.871 -0.425  0.05
Cl3 -2.476 4.280 0.954  0.58
C13 -0.809 3.580 1.224  -0.66
C14 0.035 4.471 2.032  -0.67
Cl4 1.516 3.573 2.513  0.59
H20 -0.262 3.312 0.319  0.04
H21 -0.986 2.619 1.706  0.06
H22 -0.523 4.707 2.938  0.07
H23 0.190 5.354 1.411  0.07

Output
**Gap between HOMO and LUMO (alpha / beta)**: 10.276 / 9.062 eV
**2S+1**: 3
**Largest force on an atom**: 0.098 hartree/bohr
**Electronic energy**: -148132.5725 eV
**Charge**: -1
**⟨S²⟩**: 2.0026
**Relative energy (zero: lowest compared OMol25 entry of this formula, charge and spin)**: 413.6 kJ/mol



Entry 3:
Molecular formula: C14H23Cl2F2N2
Method: DFT, ωB97M-V/def2-TZVPD

Each line ends with the Löwdin charge.
Atoms and positions in Å:
C1 3.304 -0.294 2.029  -0.08
C2 3.686 0.626 0.849  -0.21
N1 2.732 1.721 0.584  0.04
C3 1.458 1.350 0.156  -0.18
C4 0.383 1.711 0.929  0.05
N2 -0.864 1.425 0.549  0.01
C5 -1.990 1.854 1.430  -0.33
C6 -1.767 1.278 2.842  0.01
F1 -2.066 3.202 1.453  0.08
C7 -1.139 0.798 -0.590  -0.03
C8 -0.129 0.390 -1.400  0.02
C9 1.172 0.667 -1.045  -0.11
C10 2.272 0.251 -2.002  -0.05
C11 2.600 -1.274 -1.972  -0.35
C12 1.895 -2.087 -0.902  -0.02
F2 3.965 -1.459 -1.810  -0.01
H1 2.243 -0.548 2.081  0.06
H2 3.694 0.101 2.970  0.08
H3 3.838 -1.240 1.878  0.08
H4 4.629 1.105 1.123  0.12
H5 3.912 0.020 -0.023  0.08
H6 2.677 2.335 1.386  0.13
H7 0.539 2.245 1.857  0.16
H8 -2.891 1.391 1.022  0.12
H9 -1.215 0.340 2.739  0.09
H10 -1.132 1.984 3.380  0.09
H11 -2.706 1.061 3.345  0.09
H12 -2.183 0.630 -0.844  0.07
H13 -0.338 -0.116 -2.333  0.14
H14 1.987 0.525 -3.020  0.13
H15 3.147 0.854 -1.752  0.12
H16 2.300 -1.692 -2.937  0.14
H17 2.015 -1.673 0.102  0.06
H18 2.279 -3.109 -0.865  0.10
H19 0.818 -2.174 -1.074  0.09
Cl1 -3.951 -1.306 0.606  0.56
C13 -5.259 -1.398 -0.610  -0.63
C14 -4.739 -1.780 -1.972  -0.63
Cl2 -3.732 -0.488 -2.681  0.58
H20 -5.766 -0.437 -0.631  0.07
H21 -5.964 -2.150 -0.261  0.08
H22 -5.571 -1.946 -2.653  0.08
H23 -4.141 -2.688 -1.934  0.07

Output
**Gap between HOMO and LUMO**: 8.677 eV
**Largest force on an atom**: 0.037 hartree/bohr
**Electronic energy**: -48345.5370 eV
**Charge**: +1



Entry 4:
Molecular formula: C14H23Cl2F3INO6S
Method: DFT, ωB97M-V/def2-TZVPD

Each line ends with the Löwdin charge.
Atoms and positions in Å:
C1 -3.562 2.403 1.473  -0.07
O1 -2.281 1.838 1.282  -0.19
C2 -2.022 1.408 -0.040  -0.42
C3 -1.589 2.558 -0.949  -0.17
C4 -0.182 3.131 -0.759  -0.18
C5 0.111 3.662 0.637  -0.25
C6 -0.634 4.974 0.912  -0.29
S1 -0.882 5.264 2.641  0.33
O2 -1.717 6.409 2.812  -0.33
O3 -1.181 4.046 3.323  -0.33
Cl1 1.011 5.794 3.183  0.40
C7 -1.107 0.180 0.072  -0.63
I1 -0.769 -0.602 -1.897  0.99
N1 0.098 0.403 0.890  -0.21
C8 -0.161 0.041 2.286  -0.06
C9 1.320 -0.215 0.411  -0.28
C10 2.445 -0.016 1.401  -0.80
O4 2.966 -0.862 2.028  0.08
Cl2 2.997 1.665 1.544  0.69
H1 -4.345 1.668 1.274  0.09
H2 -3.715 3.283 0.842  0.09
H3 -3.606 2.730 2.508  0.09
H4 -2.950 1.006 -0.470  0.13
H5 -2.298 3.375 -0.791  0.10
H6 -1.739 2.256 -1.984  0.08
H7 0.557 2.377 -1.032  0.09
H8 -0.058 3.943 -1.480  0.12
H9 -0.124 2.942 1.411  0.08
H10 1.180 3.859 0.716  0.08
H11 -1.607 5.057 0.436  0.10
H12 -0.022 5.812 0.577  0.10
H13 -1.710 -0.589 0.556  0.09
H14 0.418 0.670 2.961  0.09
H15 -1.203 0.214 2.529  0.08
H16 0.052 -1.017 2.481  0.10
H17 1.653 0.256 -0.512  0.08
H18 1.251 -1.300 0.291  0.11
C11 1.168 -6.002 -0.270  -0.06
C12 2.432 -5.925 -1.098  -0.19
O5 2.151 -6.104 -2.502  0.04
C13 1.707 -5.038 -3.144  -0.41
O6 1.514 -3.949 -2.692  0.15
C14 1.495 -5.380 -4.633  -0.55
F1 0.858 -6.545 -4.776  0.17
F2 2.682 -5.469 -5.246  0.17
F3 0.782 -4.430 -5.227  0.17
H19 0.647 -6.941 -0.457  0.08
H20 1.415 -5.943 0.789  0.08
H21 0.489 -5.185 -0.513  0.08
H22 3.114 -6.733 -0.844  0.13
H23 2.952 -4.980 -0.952  0.12

Output
**Gap between HOMO and LUMO**: 9.528 eV
**Largest force on an atom**: 0.016 hartree/bohr
**Electronic energy**: -80798.8307 eV
**Structure (SMILES)**: CO[C@@H](CCCCS(=O)(=O)Cl)[C@@H](I)N(C)CC(=O)Cl.CCOC(=O)C(F)(F)F
**Relative energy (zero: lowest compared OMol25 entry of this formula, charge and spin)**: 0.0 kJ/mol



Q: largest force on an atom of number 1 (C14H22O5)?
A: 0.183 hartree/bohr



Q: Which value of electronic energy does entry 1 give?
A: -25098.7626 eV



Q: Among the records above, which one has the lowest electronic energy?
A: C14H23B3Cl4F12N5Ni



Q: Among the records above, which one has the highest largest force on an atom?
A: C14H22O5